17
Properties=species:S:1:pos:R:3 method="wB97M-V/def2-TZVPD" homo_ev="-14.1719 / -13.8712" spin_multiplicity=2 molar_mass_da=89.1 orbital_gap_ev="10.654 / 5.030" e_above_lowest_kj_mol=370.4 e_tot_ev=-7852.5030 largest_force_ev_per_a=5.6 charge=+1
C 0.80214 0.45588 0.68069
C -0.35885 -0.58554 0.97518
C -1.51392 -0.60110 0.01604
O -0.38097 -0.53406 2.35604
C 1.27442 0.38822 -0.80149
N 0.28161 0.65422 -1.80975
H 0.50155 1.51828 0.98469
H 1.63863 0.07780 1.32592
H -0.03862 -1.64117 0.81123
H -1.31290 0.29513 -0.52727
H -2.52417 -0.29244 0.65434
H -1.84478 -1.27529 -0.80486
H -0.94640 -1.19322 2.73399
H 2.21990 1.11868 -0.88864
H 1.56864 -0.60949 -0.99538
H 0.09193 1.68219 -1.79721
H 0.54179 0.54190 -2.91351